Record 1
{"formula": "C26H24HgO2S5Sb2Se4", "method": "the ωB97M-V functional and the def2-TZVPD basis", "mol_weight_g_mol": 1288.8, "spin_multiplicity": 1, "lumo_ev": 3.4417, "energy_ev": -364261.7140, "de_lowest_kj_mol": 83.40, "charge": -2, "elements": ["Hg", "S", "Sb", "S", "S", "O", "S", "C", "C", "C", "C", "C", "C", "C", "C", "C", "C", "C", "C", "C", "C", "H", "H", "H", "H", "H", "H", "H", "H", "H", "H", "H", "H", "H", "H", "O", "S", "C", "C", "C", "C", "C", "C", "C", "C", "C", "C", "C", "C", "H", "H", "H", "H", "H", "H", "H", "H", "H", "H", "Se", "Sb", "Se", "Se", "Se"], "xyz": [[0.04829, -2.66493, 1.90368], [-4.73197, -1.61169, 3.43917], [-2.61824, -2.03293, 2.83760], [-0.66628, -1.49744, 4.14178], [-1.96598, -4.32112, 2.39705], [-2.43355, 0.87144, 2.55877], [-2.01502, 2.19843, 2.03364], [-0.55872, 1.91808, 0.96895], [0.52348, 2.91853, 1.24866], [1.07148, 3.03741, 2.52579], [2.08331, 3.95006, 2.77657], [2.55994, 4.76235, 1.75429], [2.02055, 4.64850, 0.48120], [1.00936, 3.73044, 0.22957], [-3.23446, 2.59960, 0.74599], [-2.92765, 3.91855, 0.10177], [-2.50696, 3.95391, -1.22603], [-2.11418, 5.15184, -1.80543], [-2.13801, 6.32811, -1.06854], [-2.56882, 6.30334, 0.25176], [-2.95923, 5.10600, 0.83206], [-0.84002, 1.93642, -0.08395], [-0.26678, 0.90029, 1.22477], [0.70533, 2.39694, 3.32172], [2.50626, 4.02420, 3.77171], [3.35609, 5.47180, 1.94890], [2.38995, 5.27309, -0.32434], [0.60522, 3.61012, -0.76924], [-4.17885, 2.59820, 1.29301], [-3.24379, 1.78634, 0.01841], [-2.47673, 3.03536, -1.80210], [-1.77262, 5.15467, -2.83403], [-1.81918, 7.26150, -1.51849], [-2.58854, 7.21703, 0.83471], [-3.28587, 5.08620, 1.86636], [2.32778, -2.51070, 1.19706], [2.96906, -3.66652, 0.45001], [1.69624, -4.90684, 0.35324], [1.76165, -5.92490, 1.29944], [0.71295, -6.82436, 1.39533], [-0.38917, -6.68922, 0.56261], [-0.44700, -5.66842, -0.37544], [0.60352, -4.77319, -0.49540], [3.02623, -3.15094, -1.25487], [3.80695, -3.89084, -2.13289], [3.80991, -3.54953, -3.47419], [3.04005, -2.48127, -3.91644], [2.26866, -1.74898, -3.02777], [2.26061, -2.07960, -1.67820], [2.61030, -5.98844, 1.97070], [0.73954, -7.60577, 2.14324], [-1.22511, -7.36922, 0.66561], [-1.31315, -5.52646, -1.00832], [0.52479, -3.97588, -1.22692], [4.39397, -4.72865, -1.77156], [4.40331, -4.12390, -4.17585], [3.02778, -2.22648, -4.96946], [1.63832, -0.93514, -3.36034], [1.64068, -1.53084, -0.97977], [-1.16405, -2.64635, -3.29120], [-1.82086, -0.53214, -2.27416], [-4.06364, 0.36388, -2.41935], [-0.05509, 1.19835, -2.53266], [-1.75202, -1.52825, 0.25182]], "forces_ev_per_a": [[0.489, -0.085, -0.083], [0.069, -0.046, 0.071], [0.006, -0.117, -0.271], [-0.361, -0.041, -0.747], [-0.001, 0.733, 0.192], [-0.110, 0.102, 0.249], [-0.111, -0.148, 0.027], [-0.038, 0.274, -0.001], [0.077, -0.058, 0.037], [-0.006, -0.020, -0.029], [0.011, 0.022, 0.014], [0.012, -0.003, 0.001], [-0.006, 0.010, -0.002], [-0.004, 0.002, -0.032], [-0.025, 0.126, -0.045], [0.182, -0.040, -0.031], [0.006, -0.021, 0.005], [0.009, 0.034, -0.011], [-0.008, -0.005, -0.019], [-0.002, 0.018, 0.008], [-0.049, -0.014, 0.016], [0.010, -0.089, 0.040], [0.019, -0.067, 0.041], [0.005, 0.005, -0.010], [-0.005, 0.004, -0.006], [-0.015, 0.006, 0.002], [-0.003, -0.019, 0.014], [-0.035, 0.045, 0.021], [-0.017, 0.011, -0.020], [-0.054, -0.080, 0.038], [0.012, -0.004, 0.006], [-0.014, -0.002, 0.021], [-0.005, -0.011, 0.004], [-0.003, -0.011, -0.005], [0.032, -0.006, -0.003], [-0.053, -0.171, 0.239], [-0.153, 0.216, -0.152], [0.078, -0.063, 0.042], [0.008, 0.024, -0.004], [-0.018, 0.005, 0.009], [-0.035, -0.046, -0.049], [0.051, 0.000, -0.085], [-0.086, -0.015, -0.079], [-0.067, -0.080, 0.006], [0.090, -0.070, 0.023], [0.041, -0.069, 0.003], [-0.019, 0.085, -0.041], [0.002, 0.017, -0.007], [0.052, -0.029, -0.011], [0.011, -0.003, -0.025], [-0.004, -0.012, 0.002], [-0.004, 0.016, 0.006], [-0.033, -0.023, 0.045], [0.028, 0.037, 0.005], [-0.009, 0.009, 0.001], [0.004, 0.013, 0.015], [-0.011, -0.001, 0.024], [0.004, 0.043, -0.016], [0.010, 0.063, -0.001], [-0.181, 0.187, 0.113], [0.351, 0.550, -0.416], [0.218, -0.148, -0.033], [-0.423, -0.534, 0.037], [0.080, -0.510, 0.856]], "nbo_charge": [1.286, -0.735, 1.350, -0.854, -0.901, -1.003, 1.260, -0.677, -0.041, -0.151, -0.241, -0.237, -0.216, -0.192, -0.661, 0.052, -0.227, -0.201, -0.233, -0.224, -0.245, 0.281, 0.278, 0.212, 0.198, 0.194, 0.201, 0.239, 0.237, 0.276, 0.264, 0.211, 0.196, 0.197, 0.207, -1.020, 1.239, -0.217, -0.241, -0.217, -0.173, -0.169, -0.243, -0.191, -0.261, -0.218, -0.205, -0.158, -0.222, 0.214, 0.209, 0.216, 0.247, 0.276, 0.206, 0.201, 0.209, 0.271, 0.264, -0.780, 1.110, -0.758, -0.850, -0.842]}

Record 2
{"formula": "C26H24IN2O4PdS2", "method": "the ωB97M-V functional and the def2-TZVPD basis", "mol_weight_g_mol": 725.9, "spin_multiplicity": 1, "lumo_ev": -5.3799, "energy_ev": -71764.6761, "de_lowest_kj_mol": 0.00, "charge": 1, "elements": ["Pd", "C", "C", "N", "N", "C", "S", "S", "C", "C", "C", "C", "C", "C", "C", "C", "C", "C", "C", "C", "C", "O", "H", "H", "H", "H", "H", "H", "H", "H", "H", "H", "H", "H", "H", "H", "I", "C", "C", "C", "C", "C", "C", "C", "O", "O", "H", "H", "H", "H", "C", "C", "C", "O", "H", "H", "H", "H", "H", "H"], "xyz": [[-0.87366, 0.14845, -0.35190], [2.80445, 0.17143, 2.64356], [1.83881, 0.76125, 1.66034], [1.49830, 0.03186, 0.52551], [2.37832, -0.59100, -0.07993], [1.86414, -1.25091, -1.25194], [0.32736, -1.09579, -1.85493], [3.11716, -2.17436, -1.90492], [2.45789, -2.87019, -3.46060], [2.79650, -1.99422, -4.63390], [4.03072, -2.13712, -5.26052], [4.37423, -1.32128, -6.32726], [3.48336, -0.35654, -6.77712], [2.24631, -0.21786, -6.16357], [1.90240, -1.03413, -5.09590], [1.21029, 1.96879, 1.79909], [1.40081, 2.73936, 3.00746], [0.84601, 3.95297, 3.15198], [0.05508, 4.53109, 2.08841], [-0.17446, 3.87248, 0.93892], [0.37872, 2.55978, 0.70943], [0.19012, 2.01443, -0.40101], [3.14056, -0.80619, 2.31046], [2.34469, 0.07162, 3.62759], [3.67343, 0.82229, 2.74458], [1.39330, -3.06239, -3.34640], [2.96980, -3.82982, -3.52969], [4.72678, -2.89327, -4.91513], [5.33385, -1.44370, -6.81137], [3.74837, 0.27813, -7.61213], [1.54238, 0.52102, -6.52310], [0.92591, -0.93817, -4.63859], [1.97674, 2.30609, 3.81264], [0.97152, 4.50445, 4.07337], [-0.37145, 5.51512, 2.23588], [-0.77991, 4.28277, 0.14335], [-1.02372, -1.27830, 7.51033], [-1.62804, -0.65665, 5.61668], [-0.74411, -0.75650, 4.55094], [-1.14274, -0.31979, 3.29682], [-2.42140, 0.18560, 3.09447], [-3.30587, 0.24897, 4.16423], [-2.90851, -0.15469, 5.43019], [-2.87336, 0.62737, 1.73792], [-4.03672, 0.51873, 1.40765], [-1.94679, 1.18022, 0.96962], [0.24125, -1.17784, 4.70034], [-0.46064, -0.39708, 2.46003], [-4.30706, 0.62385, 3.99691], [-3.59321, -0.08460, 6.26382], [-4.43269, -2.20906, -0.39440], [-3.40206, -1.21259, -0.77757], [-3.76986, -0.10519, -1.69461], [-2.26864, -1.32402, -0.28211], [-4.78748, -2.73387, -1.28397], [-5.27998, -1.66042, 0.02308], [-4.04416, -2.91166, 0.33647], [-4.54039, -0.40991, -2.40012], [-2.89758, 0.29097, -2.21134], [-4.17506, 0.68003, -1.04808]], "forces_ev_per_a": [[-0.200, 0.206, -0.006], [-0.091, -0.057, -0.013], [-0.064, 0.259, -0.066], [0.006, -0.340, 0.254], [-0.086, 0.329, -0.302], [-0.034, -0.158, 0.146], [0.094, 0.115, -0.062], [0.066, -0.044, -0.037], [0.069, -0.052, 0.039], [-0.017, -0.006, 0.000], [0.044, 0.045, 0.001], [-0.016, -0.013, 0.015], [-0.023, -0.007, 0.018], [0.019, -0.007, -0.009], [-0.041, 0.005, -0.057], [0.009, 0.023, -0.168], [-0.003, 0.003, -0.009], [-0.092, 0.092, -0.061], [0.108, -0.012, 0.198], [0.008, -0.177, -0.067], [0.099, 0.176, 0.296], [0.031, -0.427, -0.126], [0.005, -0.001, -0.014], [-0.017, 0.002, -0.014], [0.003, 0.000, -0.005], [-0.009, 0.046, 0.029], [-0.013, -0.013, -0.005], [-0.001, 0.002, -0.003], [-0.004, 0.002, 0.004], [-0.001, -0.002, 0.005], [0.006, -0.002, 0.001], [0.022, 0.006, -0.003], [0.017, 0.018, -0.002], [0.003, 0.010, -0.014], [0.003, -0.004, 0.013], [0.000, -0.002, 0.002], [0.006, -0.004, 0.017], [0.002, -0.005, 0.013], [-0.023, 0.024, -0.065], [0.031, -0.003, 0.051], [0.066, -0.013, 0.055], [-0.013, -0.013, 0.027], [-0.014, 0.013, -0.040], [0.130, 0.213, -0.110], [-0.126, -0.084, -0.114], [0.016, -0.149, 0.185], [-0.004, -0.004, 0.004], [-0.010, 0.016, -0.016], [0.005, -0.003, 0.001], [-0.003, -0.001, -0.001], [-0.007, -0.027, -0.025], [0.086, 0.016, 0.091], [0.000, -0.009, 0.041], [-0.045, -0.023, -0.117], [-0.002, 0.012, 0.010], [-0.003, -0.002, 0.011], [-0.003, 0.002, -0.004], [-0.002, -0.005, 0.018], [0.017, 0.007, -0.015], [-0.003, 0.028, 0.008]], "nbo_charge": [0.953, -0.685, 0.284, -0.131, -0.167, -0.205, 0.113, 0.527, -0.566, 0.021, -0.232, -0.192, -0.195, -0.185, -0.241, -0.174, -0.115, -0.214, -0.103, -0.280, 0.551, -0.612, 0.248, 0.252, 0.261, 0.255, 0.255, 0.215, 0.227, 0.227, 0.222, 0.213, 0.219, 0.235, 0.234, 0.245, 0.179, -0.146, -0.266, -0.119, -0.198, -0.141, -0.244, 0.795, -0.625, -0.800, 0.218, 0.189, 0.240, 0.235, -0.722, 0.708, -0.752, -0.586, 0.253, 0.277, 0.250, 0.249, 0.238, 0.309]}